76
Properties=species:S:1:pos:R:3:mulliken_spin:R:1 method="wB97M-V/def2-TZVPD" total_charge=+1 homo_energy_ev=-8.44 total_energy_ev=-98457.692 homo_lumo_gap_ha=0.2248 multiplicity=3 de_lowest_ev=0.000
Pr 0.47533 0.28635 0.40847 2.032
S -3.89461 -2.79411 -1.40188 0.000
S -0.94412 -3.10457 -2.07404 0.000
S 2.42758 0.66992 -1.77737 -0.005
S -1.69655 -1.40584 1.66915 -0.004
O 1.54717 2.28772 0.54229 -0.004
O -0.72081 1.33547 2.01487 0.001
N 2.50505 2.84485 -0.19238 -0.003
N -2.26111 -4.23436 -0.09352 0.000
N -2.25311 0.69236 -0.70873 0.000
N 1.96719 -1.25815 1.50757 -0.012
N -0.67075 0.59220 3.13975 -0.003
N -0.33000 2.67917 -1.55995 -0.001
N -0.43802 -0.73530 -4.19798 0.000
C 3.89985 -1.84993 2.53539 -0.001
C -0.98085 0.33022 -3.28516 -0.010
C -0.50785 -0.80105 5.46442 0.000
C -1.12489 -0.69026 3.12415 -0.002
C 3.49639 0.64688 2.23933 0.001
C -0.13746 1.18802 4.22791 0.000
C 2.03550 -2.63874 1.58017 -0.001
C -0.65722 1.72249 -3.78190 0.000
C 3.13188 -0.79861 2.11055 0.001
C 2.95384 4.04505 0.24440 0.001
C -2.46858 0.12952 -3.08840 0.001
C 3.92422 4.72045 -0.43710 -0.001
C -3.43706 -4.32047 0.76246 0.000
C 0.96224 -3.55174 1.08444 -0.001
C 4.44812 4.13854 -1.59594 0.001
C 2.98471 2.22286 -1.30330 0.000
C 3.98540 2.91912 -2.01141 -0.001
C 3.19656 -3.03314 2.19086 0.000
C -1.16214 2.75411 -2.76043 0.000
C -2.62359 2.50213 -2.38495 0.000
C -2.92417 1.06298 -1.96799 0.001
C -2.30005 -3.42724 -1.14125 0.000
C -0.04172 0.51702 5.41086 0.000
C -1.03701 -1.38379 4.34555 0.001
C -4.61505 -3.81058 -0.07509 0.000
H -0.43758 -1.36233 6.38570 0.000
H 5.22137 4.64080 -2.15979 0.000
H -1.34823 -4.53171 0.22846 0.000
H -3.27017 -3.70040 1.64495 0.000
H -2.45544 1.38329 0.01097 0.001
H 2.67140 1.28466 2.57798 0.000
H -1.15712 1.89157 -4.74125 0.000
H 0.39641 1.00388 6.26825 0.000
H 0.14266 -3.65828 1.80498 0.000
H -0.72230 3.26562 -0.82943 0.000
H -3.24850 2.72933 -3.25287 0.000
H 0.58128 -0.67355 -4.25121 0.000
H -2.68662 -0.90986 -2.85316 -0.001
H 4.26938 5.67316 -0.06674 0.000
H 4.85297 -1.77077 3.03394 0.000
H 4.38335 2.43591 -2.89131 0.000
H 0.41859 1.84720 -3.92748 0.000
H -1.09862 3.74165 -3.23419 0.000
H 1.38813 -4.53970 0.90153 0.000
H 2.48077 4.37903 1.15379 0.000
H -4.00992 0.95984 -1.86107 0.000
H -5.17948 -4.62477 -0.52373 0.000
H -0.71053 -1.66131 -3.79669 0.000
H 3.86975 1.07957 1.30442 0.000
H -1.38082 -2.40716 4.35549 0.000
H -0.47330 0.13669 -2.34209 0.010
H 3.49566 -4.05398 2.36803 0.000
H -3.59527 -5.35428 1.06672 0.000
H 0.51423 -3.21795 0.14306 0.000
H 4.28997 0.74127 2.98013 0.000
H -0.81953 -0.66028 -5.14127 0.000
H -2.92773 3.20074 -1.60113 0.000
H -2.66986 -0.15889 -0.33875 -0.001
H 0.19027 2.20107 4.05340 0.000
H -5.28281 -3.19451 0.52137 0.000
H 0.59551 3.04748 -1.74586 0.000
H -3.00215 0.38738 -4.00895 0.000

72
Properties=species:S:1:pos:R:3:mulliken_spin:R:1 method="wB97M-V/def2-TZVPD" total_charge=-1 homo_energy_ev="-2.38 / -4.47" total_energy_ev=-89331.872 homo_lumo_gap_ha="0.1787 / 0.2554" multiplicity=8 de_lowest_ev=0.000
Eu -2.23600 1.21814 -0.26559 6.963
Cl -3.66134 3.36301 0.01105 0.000
Cl -1.07533 -1.26088 -0.57201 0.006
P 0.75116 -2.95267 1.78812 -0.001
O -4.09505 -0.15404 0.46794 0.001
O -0.93924 1.90306 -1.93777 0.001
O -1.12635 1.54942 1.87998 0.010
N -4.32471 -1.91576 -0.96852 0.001
N -1.17213 2.87822 3.75345 0.001
C -1.31647 4.02214 -4.56028 0.001
C -3.06952 3.21863 -5.99871 0.001
C 3.16489 -3.84368 3.06193 0.000
C 0.61873 -1.45608 2.85421 -0.002
C -1.68920 2.38191 2.63220 0.000
C 1.80827 -5.85732 4.46605 0.000
C 1.26623 2.25707 -2.95752 -0.005
C -3.80726 -3.25187 -1.22845 -0.001
C 1.98569 2.05512 -4.25547 0.000
C 3.17781 1.69158 -1.36168 0.000
C 2.02292 -2.40199 0.57898 0.000
C 1.78570 -4.01994 2.87171 0.000
C 1.80345 2.13862 -1.73427 0.002
C 1.11299 -5.04752 3.56628 0.000
C -0.20202 2.60813 -2.85885 -0.002
C -4.17597 -1.38030 0.25196 0.004
C -1.79346 1.63874 -4.65540 0.008
C -1.07637 2.72111 -4.12925 -0.003
C 3.85474 -4.65857 3.96574 0.000
C 0.10904 2.41799 4.29198 0.001
C -2.32782 4.28651 -5.48289 -0.001
C 3.18325 -5.66309 4.66982 0.000
C -1.79811 4.00605 4.44010 -0.001
C -2.79574 1.89849 -5.60042 0.000
C -4.55184 -1.03898 -2.11251 0.014
H 4.92503 -4.50285 4.12040 0.000
H 3.41446 2.18809 -0.40779 0.000
H 0.52799 1.64235 3.64862 0.000
H 3.06410 1.94001 -4.07097 0.000
H 0.04371 -5.20327 3.39932 0.000
H -4.35172 -3.68364 -2.06861 0.000
H -2.01168 3.75902 5.48829 0.000
H 0.79710 3.26998 4.36493 0.000
H -3.94584 -3.86805 -0.33467 0.000
H 3.95600 1.96236 -2.09351 0.000
H 2.55996 -1.51635 0.94234 0.000
H -3.60864 -0.61712 -2.50119 -0.003
H -5.01491 -1.63859 -2.89700 0.000
H -5.21782 -0.22434 -1.81228 -0.002
H -2.53214 5.32598 -5.75311 0.000
H 1.17836 2.39539 -0.86712 0.005
H -4.10653 -2.12489 1.06360 0.000
H -1.12665 4.87617 4.43435 0.000
H 1.69952 1.14225 -4.80259 0.000
H -0.22368 3.65163 -2.45531 -0.002
H -2.73589 -3.21759 -1.47151 0.001
H 1.53801 -0.86435 2.79721 0.000
H 3.70717 -3.07374 2.51248 0.000
H -0.22449 -0.85467 2.49995 0.003
H -0.03485 2.03647 5.31217 0.000
H -1.59322 0.62088 -4.29875 -0.001
H 1.81472 2.91516 -4.91985 0.000
H -3.38131 1.06945 -6.00695 0.000
H -2.73099 4.26402 3.92827 0.000
H 0.44801 -1.77840 3.88666 0.000
H -0.72062 4.82544 -4.12085 0.000
H 2.72651 -3.21549 0.36655 0.000
H 1.45711 -2.14148 -0.32575 0.000
H 1.27612 -6.63947 5.01235 0.000
H 3.26119 0.61002 -1.14807 0.000
H 3.72349 -6.29568 5.37855 0.000
H -2.68768 2.77461 2.36240 0.001
H -3.87608 3.41589 -6.70578 0.000

72
Properties=species:S:1:pos:R:3:lowdin_charge:R:1 method="wB97M-V/def2-TZVPD" total_charge=0 homo_energy_ev=-7.01 total_energy_ev=-63912.968 homo_lumo_gap_ha=0.2672 multiplicity=1 de_lowest_ev=0.173
Te -0.53056 2.07007 -1.90879 1.232
Si 2.26760 1.79510 -3.77921 0.381
Si -0.25876 4.35528 0.47123 0.366
Na -0.24354 -0.98314 -0.93005 0.193
F 4.52949 -4.21996 -0.41518 0.035
F 0.55232 -6.35652 -1.56139 0.027
N -1.60954 -2.83430 -1.45732 0.064
N -0.70500 -0.53765 3.32715 -0.108
N -1.29150 0.06456 1.00332 0.169
C -3.77962 -3.84423 -1.41177 -0.076
C -1.03309 -4.00388 -1.13098 -0.208
C -0.18983 6.18845 0.83125 -0.182
C 1.17186 -5.20887 -1.15450 -0.230
C 0.45535 -4.02523 -0.97513 -0.175
C -3.20183 -5.05125 -1.04757 -0.067
C -0.25093 4.11742 -1.39930 -0.588
C -1.72939 -2.30192 4.72683 -0.164
C 1.23022 3.50339 1.21032 -0.184
C -0.62157 -1.95251 3.71460 -0.116
C 2.53226 -2.94820 -0.45200 -0.104
C 1.14914 -2.84002 -0.63430 -0.090
C -2.83228 -1.24835 4.70443 -0.197
C 3.18755 -4.15204 -0.60878 -0.294
C -1.82491 3.61777 1.17782 -0.188
C 2.64799 0.14526 -2.99509 -0.185
C -2.28856 0.12219 5.11311 -0.162
C -1.03028 -0.22281 2.09383 -0.250
C -1.83197 -5.13314 -0.90425 -0.011
C 3.07143 3.16209 -2.78430 -0.182
C 2.53445 -5.31105 -0.97592 0.040
C -0.94691 0.41334 4.41051 -0.124
C 2.91806 1.83014 -5.53416 -0.183
C 0.40453 2.05051 -3.83791 -0.597
C -2.93204 -2.76810 -1.59241 -0.141
H -0.17788 6.36656 1.90890 0.031
H -3.81527 -5.92604 -0.87069 0.106
H 3.71751 -0.06881 -3.05063 0.040
H -1.30916 -2.37018 5.73337 0.112
H -4.84679 -3.73213 -1.54123 0.098
H 2.44238 1.06514 -6.15014 0.031
H 0.10710 2.97787 -4.33079 0.009
H 1.24030 2.43884 0.96879 0.016
H -2.13541 -3.28572 4.49056 0.111
H -1.05288 6.71226 0.41719 0.031
H 2.16075 3.93999 0.84070 0.032
H -1.90678 2.55165 0.95729 -0.015
H 0.37140 -2.12704 4.13362 0.123
H -1.37157 -6.06126 -0.60864 0.107
H -3.64780 -1.53589 5.36860 0.112
H 2.91200 4.14207 -3.23894 0.035
H -2.13616 0.14852 6.19421 0.109
H 1.22911 3.60492 2.29794 0.031
H -3.33375 -1.79371 -1.85350 0.107
H 2.13182 -0.68168 -3.48765 0.041
H 3.14248 -2.08753 -0.19327 0.087
H 3.99428 1.64652 -5.55160 0.031
H 2.69182 3.18612 -1.76070 0.009
H -1.03439 4.68966 -1.89402 0.009
H 2.37361 0.12636 -1.93825 0.011
H -0.10768 0.32068 5.10338 0.125
H -2.71288 4.10906 0.77464 0.037
H 2.73698 2.79861 -6.00453 0.030
H -0.91238 1.41793 3.99164 0.118
H 3.05334 -6.24485 -1.13091 0.124
H -3.25804 -1.19299 3.69844 0.116
H -0.07681 1.23601 -4.38473 0.004
H 0.71390 4.41505 -1.81131 -0.004
H 4.14945 2.99481 -2.72936 0.036
H -1.84608 3.73464 2.26465 0.030
H -3.01731 0.89863 4.87723 0.107
H 0.71034 6.64014 0.41055 0.032
H -0.69970 -2.54664 2.80507 0.127